(1)
C36H30F6N2O2S | wB97M-V/def2-TZVPD

Each line ends with the Löwdin charge.
Cartesian coordinates (Å):
C1 -4.087 2.577 -3.089  -0.064
N1 -2.690 2.318 -3.402  -0.091
C2 -1.982 3.358 -4.035  -0.214
C3 -2.264 4.697 -3.684  -0.025
C4 -1.425 5.724 -4.120  -0.085
C5 -0.354 5.444 -4.981  -0.098
C6 -0.187 4.145 -5.479  -0.081
C7 -1.022 3.115 -5.039  -0.044
C8 -2.082 1.204 -2.834  -0.189
C9 -0.771 0.801 -3.160  -0.001
C10 -0.198 -0.296 -2.535  -0.012
C11 -0.733 -0.809 -1.345  -0.155
C12 0.095 -1.658 -0.357  -0.212
C13 -0.469 -1.584 1.073  -0.220
C14 -0.735 -2.733 1.815  -0.040
C15 -1.147 -2.632 3.133  0.010
C16 -1.299 -1.364 3.710  -0.248
N2 -1.670 -1.252 5.083  -0.115
C17 -3.110 -1.214 5.329  -0.054
C18 -0.799 -0.652 5.990  -0.227
C19 -1.283 0.115 7.069  -0.037
C20 -0.378 0.784 7.893  -0.094
C21 1.004 0.641 7.695  -0.108
C22 1.486 -0.176 6.659  -0.084
C23 0.589 -0.813 5.808  -0.024
C24 -1.124 -0.204 2.939  0.009
C25 -0.687 -0.321 1.627  -0.041
C26 1.549 -1.305 -0.310  -0.176
C27 2.335 -1.535 -1.574  -0.269
C28 2.176 -2.750 -2.262  -0.011
C29 2.650 -2.876 -3.560  0.015
C30 3.294 -1.794 -4.150  -0.122
C31 3.740 -1.925 -5.580  -0.513
F1 3.530 -0.776 -6.292  0.117
F2 5.086 -2.202 -5.660  0.116
F3 3.096 -2.930 -6.248  0.112
C32 3.604 -0.638 -3.431  0.009
C33 3.157 -0.533 -2.120  -0.005
S1 2.620 -2.426 0.971  0.840
O1 3.934 -2.655 0.417  -0.288
O2 1.798 -3.556 1.347  -0.303
C34 2.989 -1.414 2.595  -0.575
F4 2.811 -2.201 3.680  0.121
F5 2.148 -0.349 2.699  0.108
F6 4.248 -0.961 2.584  0.136
C35 -2.092 -0.525 -1.108  -0.032
C36 -2.760 0.447 -1.843  -0.015
H1 -4.659 1.647 -3.144  0.088
H2 -4.194 3.016 -2.091  0.096
H3 -4.496 3.273 -3.827  0.096
H4 -3.118 4.919 -3.039  0.105
H5 -1.613 6.745 -3.787  0.103
H6 0.333 6.238 -5.281  0.100
H7 0.587 3.920 -6.213  0.105
H8 -0.924 2.112 -5.460  0.113
H9 -0.166 1.355 -3.869  0.087
H10 0.710 -0.708 -2.963  0.097
H11 0.018 -2.696 -0.713  0.144
H12 -0.651 -3.717 1.352  0.119
H13 -1.307 -3.523 3.747  0.129
H14 -3.321 -1.466 6.375  0.087
H15 -3.535 -0.225 5.100  0.093
H16 -3.583 -1.958 4.679  0.091
H17 -2.359 0.204 7.226  0.094
H18 -0.762 1.411 8.699  0.101
H19 1.708 1.149 8.355  0.095
H20 2.556 -0.332 6.515  0.103
H21 0.945 -1.442 4.989  0.093
H22 -1.303 0.778 3.383  0.130
H23 -0.531 0.577 1.026  0.133
H24 1.735 -0.336 0.183  0.134
H25 1.654 -3.588 -1.792  0.132
H26 2.525 -3.817 -4.093  0.130
H27 4.187 0.162 -3.882  0.131
H28 3.391 0.344 -1.512  0.131
H29 -2.625 -1.036 -0.304  0.124
H30 -3.793 0.679 -1.581  0.096

Values from the calculation:
Gap between HOMO and LUMO ... 7.46 eV
HOMO level ... -7.7 eV
Maximum force ... 2.8 eV/Å
Structure (SMILES) ... CN(c1ccccc1)c1ccc(C(c2ccc(N(C)c3ccccc3)cc2)[C@H](c2ccc(C(F)(F)F)cc2)S(=O)(=O)C(F)(F)F)cc1
Total charge ... 0


(2)
C36H30FN11O3Ru | wB97M-V/def2-TZVPD

Each line ends with the Mulliken spin population.
Cartesian coordinates (Å):
Ru1 1.687 -1.251 2.143  4.118
C1 -2.549 -2.056 2.124  0.000
C2 -3.038 -1.385 3.230  0.008
C3 -2.150 -0.900 4.155  0.001
C4 -0.762 -1.100 3.999  0.012
N1 -0.308 -1.656 2.869  0.118
C5 -1.186 -2.153 1.974  0.023
N2 0.057 -0.738 5.095  0.025
C6 1.334 -0.818 5.162  0.000
N3 2.232 -1.084 4.155  0.182
C7 3.521 -1.049 4.665  0.001
N4 4.632 -1.117 4.050  0.026
C8 4.821 -1.120 2.648  0.003
C9 6.154 -1.161 2.201  0.005
C10 6.450 -1.069 0.865  -0.001
C11 5.414 -0.962 -0.050  0.003
C12 4.126 -0.991 0.433  -0.006
N5 3.836 -1.076 1.742  0.117
C13 3.428 -0.821 6.131  0.009
C14 4.404 -0.723 7.098  -0.003
C15 3.994 -0.448 8.399  0.002
C16 2.653 -0.271 8.700  0.002
C17 1.678 -0.361 7.712  -0.002
C18 2.097 -0.630 6.426  0.010
H1 -3.204 -2.502 1.389  0.000
H2 -4.104 -1.267 3.373  0.000
H3 -2.460 -0.391 5.057  0.001
H4 -0.751 -2.639 1.112  -0.003
H5 6.915 -1.241 2.964  0.002
H6 7.478 -1.079 0.527  0.000
H7 5.593 -0.877 -1.112  0.000
H8 3.276 -0.955 -0.238  0.008
H9 5.446 -0.860 6.844  0.000
H10 4.726 -0.370 9.192  0.000
H11 2.368 -0.058 9.721  0.000
H12 0.628 -0.222 7.932  0.000
C19 -2.506 4.451 -1.664  0.000
C20 -1.108 4.085 -2.140  0.000
N6 -0.656 2.793 -1.619  0.003
C21 0.123 2.772 -0.516  -0.004
C22 0.566 1.649 0.111  -0.013
C23 1.429 1.858 1.339  0.013
O1 1.945 2.950 1.506  0.032
O2 1.511 0.859 2.151  0.141
C24 0.244 0.367 -0.436  -0.038
O3 0.681 -0.720 -0.020  0.028
C25 -0.653 0.387 -1.601  0.009
C26 -1.079 -0.825 -2.149  0.003
C27 -1.896 -0.834 -3.243  -0.001
F1 -2.286 -2.009 -3.763  0.000
C28 -2.324 0.355 -3.849  0.000
C29 -1.919 1.558 -3.298  0.000
C30 -1.079 1.594 -2.177  0.001
N7 -3.136 0.384 -5.022  0.000
C31 -4.077 -0.704 -5.273  0.000
C32 -4.967 -0.291 -6.458  0.000
N8 -4.906 1.202 -6.593  0.000
C33 -3.538 1.646 -7.040  0.000
C34 -2.505 0.820 -6.260  0.000
H13 -2.795 5.421 -2.068  0.000
H14 -2.529 4.515 -0.576  0.000
H15 -3.245 3.711 -1.974  0.000
H16 -0.391 4.828 -1.797  0.000
H17 -1.039 4.067 -3.228  0.000
H18 0.425 3.732 -0.114  0.000
H19 -0.726 -1.763 -1.744  0.002
H20 -2.284 2.470 -3.750  0.000
H21 -4.672 -0.864 -4.375  0.000
H22 -3.595 -1.649 -5.529  0.000
H23 -6.003 -0.590 -6.318  0.000
H24 -4.611 -0.700 -7.402  0.000
H25 -5.072 1.602 -5.667  0.000
H26 -5.624 1.547 -7.229  0.000
H27 -3.464 2.710 -6.821  0.000
H28 -3.472 1.495 -8.115  0.000
H29 -1.634 1.432 -6.041  0.000
H30 -2.164 -0.034 -6.858  0.000
N9 0.410 -3.649 -2.991  0.011
C35 0.994 -4.009 -2.054  -0.003
N10 1.651 -4.471 -1.007  0.031
C36 1.730 -3.703 0.014  0.061
N11 1.811 -3.043 0.969  0.065

Values from the calculation:
Gap between HOMO and LUMO (spin up / spin down) ... 6.13 / 6.64 eV
Multiplicity ... 6
HOMO level (spin up / spin down) ... -9.4 / -9.9 eV
Maximum force ... 1.5 eV/Å
<S²> ... 8.758
Total charge ... +1


(3)
C36H30FN2NiO3PS2 | wB97M-V/def2-TZVPD

Each line ends with the Mulliken spin population.
Cartesian coordinates (Å):
Ni1 1.414 0.926 -1.358  0.984
C1 1.344 1.254 2.367  0.000
C2 0.143 1.310 1.467  0.006
N1 -0.413 0.198 1.174  0.002
N2 -1.571 0.003 0.585  0.078
C3 -2.023 0.343 -0.546  -0.002
S1 -1.035 1.462 -1.649  0.014
S2 -3.592 -0.059 -1.027  0.167
C4 -4.754 1.169 0.749  0.355
C5 -4.992 0.348 1.855  0.017
C6 -3.961 0.056 2.783  0.158
C7 -4.198 -0.700 3.901  -0.100
C8 -5.470 -1.203 4.164  0.202
C9 -6.489 -0.975 3.245  -0.097
C10 -6.259 -0.236 2.110  0.154
C11 -0.191 2.691 1.043  0.016
C12 -1.258 3.418 1.521  0.003
C13 -1.449 4.739 1.138  -0.001
C14 -0.546 5.332 0.273  0.001
C15 0.514 4.619 -0.242  -0.005
C16 0.724 3.269 0.102  -0.001
O1 1.712 2.601 -0.398  0.005
H1 1.576 0.234 2.652  -0.001
H2 1.139 1.843 3.263  0.000
H3 2.191 1.695 1.843  0.000
H4 -5.572 1.443 0.102  0.001
H5 -3.904 1.828 0.751  -0.019
H6 -2.968 0.419 2.572  0.044
H7 -3.385 -0.910 4.587  -0.007
H8 -5.659 -1.778 5.062  0.022
H9 -7.478 -1.386 3.429  -0.006
H10 -7.055 -0.076 1.393  0.011
H11 -1.941 2.955 2.225  0.001
H12 -2.298 5.298 1.511  0.001
H13 -0.676 6.374 0.000  0.000
H14 1.204 5.073 -0.942  -0.001
O2 1.595 -2.262 -3.950  -0.001
C17 1.538 -1.530 -2.971  0.000
O3 1.724 -0.288 -2.949  0.007
C18 1.222 -2.189 -1.585  0.001
P1 1.906 -1.030 -0.326  -0.071
C19 3.684 -1.139 -0.763  0.017
C20 4.247 0.022 -1.282  -0.002
C21 5.579 0.070 -1.641  0.002
C22 6.377 -1.050 -1.464  0.001
C23 5.825 -2.217 -0.963  0.000
C24 4.483 -2.267 -0.627  -0.001
C25 1.844 -2.062 1.173  0.011
C26 2.893 -2.112 2.091  0.008
C27 2.760 -2.800 3.281  -0.003
C28 1.557 -3.409 3.606  0.006
C29 0.489 -3.325 2.725  -0.005
C30 0.634 -2.661 1.524  0.003
H15 1.634 -3.200 -1.506  0.000
H16 0.136 -2.258 -1.472  0.001
H17 3.604 0.899 -1.405  0.023
H18 6.005 0.977 -2.050  0.000
H19 7.427 -1.019 -1.728  0.000
H20 6.445 -3.096 -0.835  0.000
H21 4.060 -3.184 -0.243  0.000
H22 3.816 -1.594 1.868  0.001
H23 3.592 -2.833 3.977  0.000
H24 1.457 -3.931 4.549  0.001
H25 -0.466 -3.757 2.990  0.000
H26 -0.209 -2.580 0.857  0.001
F1 -0.525 -0.640 -7.094  0.000
C31 -0.658 -0.187 -5.811  0.001
C32 -0.095 1.033 -5.484  0.001
C33 -0.250 1.509 -4.200  0.003
C34 -0.964 0.761 -3.264  -0.037
C35 -1.546 -0.447 -3.618  0.005
C36 -1.391 -0.927 -4.906  0.005
H27 0.466 1.580 -6.228  0.000
H28 0.210 2.440 -3.893  -0.005
H29 -2.111 -1.001 -2.883  0.022
H30 -1.816 -1.872 -5.206  0.001

Values from the calculation:
Gap between HOMO and LUMO (spin up / spin down) ... 4.82 / 5.96 eV
Multiplicity ... 3
HOMO level (spin up / spin down) ... -0.4 / -1.5 eV
Maximum force ... 1.7 eV/Å
<S²> ... 2.032
Energy relative to the best compared isomer or geometry (same formula, charge and spin) ... 269.2 kJ/mol
Total charge ... -2


- Among the records above, which one has the highest total charge?
  C36H30FN11O3Ru


- What is the formula in the first record?
  C36H30F6N2O2S


- Which of these has the lowest total charge?
  C36H30FN2NiO3PS2


- Which of these has the highest maximum force?
  C36H30F6N2O2S